1.
Below is a cluster of 2 separate species, C5H16NO in total at a distorted geometry, with properties calculated with the ωB97M-V functional and the def2-TZVPD basis.

Kohn-Sham gap = 0.3834 hartree
energy above the lowest of the compared OMol25 structures with the same formula, charge and spin = 391.3 kJ/mol
LUMO = -3.4 eV
highest occupied orbital energy = -13.88 eV
calculated total energy = -329.73179 Ha

The geometry in ORCA input format:
```
! RIJCOSX wB97M-V def2-TZVPD def2/J DEFGRID3
* xyz 1 1
O -2.01531 -0.51387 -0.84331
N 1.85621 -0.90102 0.94610
C 0.19373 0.65819 -0.29301
C 0.95966 -0.63280 -0.23146
C -1.88747 1.31742 1.09617
C 1.60874 -0.95236 -1.58687
C -0.31641 1.30585 1.02966
H -2.52639 -0.39000 -1.74418
H 2.21141 -1.93015 -1.35759
H 0.17956 -1.49732 0.07621
H 1.21264 -0.81088 1.78991
H 0.57837 1.53726 -0.86819
H 2.39113 -0.00978 1.08550
H -0.69038 0.35032 -0.86918
H -2.33128 2.43891 1.16437
H 0.97675 -1.23565 -2.42855
H 2.42151 -1.77776 0.98616
H -2.27836 0.73814 1.76860
H 0.02986 2.30554 0.96864
H -2.41402 -1.35796 -0.53897
H -2.14645 0.84336 0.10580
H 0.05326 1.10028 1.95281
H 2.11189 -0.06400 -2.05452
*
```

2.
Below is a cluster of 5 separate species, CH14NO4 in total at a distorted geometry, with properties calculated with the ωB97M-V functional and the def2-TZVPD basis.

Kohn-Sham gap (alpha / beta) = 0.2948 / 0.0279 hartree
energy above the lowest of the compared OMol25 structures with the same formula, charge and spin = 25.8 kJ/mol
LUMO (alpha / beta) = -7.8 / -15.1 eV
highest occupied orbital energy (alpha / beta) = -15.85 / -15.85 eV
calculated total energy = -401.43578 Ha

The geometry in ORCA input format:
```
! RIJCOSX wB97M-V def2-TZVPD def2/J DEFGRID3
* xyz 2 2
O -0.23602 1.83315 0.18951
O 2.45608 -1.77848 -0.77842
O -0.12557 5.34080 0.77015
O -1.88364 -5.55326 3.52013
N -0.04507 0.58070 -2.30560
C -0.37084 -0.75979 -1.73116
H -0.17288 5.98421 1.49889
H 0.51317 2.36456 0.47611
H -0.99121 -5.59966 3.96503
H 3.09725 -2.36986 -1.22030
H -0.06049 -1.52742 -2.44394
H -1.44031 -0.88275 -1.51892
H -0.61330 0.72252 -3.14625
H -0.89423 2.22768 0.77486
H 0.33724 -0.96370 -0.90879
H -0.43509 1.29860 -1.65310
H 2.96322 -1.39122 -0.05409
H 0.89729 0.92393 -2.48007
H -2.04555 -4.57357 3.50467
H -0.70954 5.81665 0.16450
*
```

3.
Below is the molecule C5H10O2, with properties calculated with the ωB97M-V functional and the def2-TZVPD basis.

Kohn-Sham gap = 0.3878 hartree
energy above the lowest of the compared OMol25 structures with the same formula, charge and spin = 247.8 kJ/mol
SMILES = CO[C@H]1CO[C@H]1C
LUMO = 1.0 eV
highest occupied orbital energy = -9.57 eV
calculated total energy = -346.93107 Ha

The geometry in ORCA input format:
```
! RIJCOSX wB97M-V def2-TZVPD def2/J DEFGRID3
* xyz 0 1
O -1.08873 -0.10481 -0.65315
O 1.52365 0.61062 1.22403
C -0.41663 0.48366 0.41920
C -2.03647 -1.08083 -0.29049
C 0.90723 1.14597 0.02999
C 0.45993 -0.32520 1.40519
C 1.49271 0.63037 -1.27592
H -2.86876 -0.67034 0.30685
H 0.13661 -0.33438 2.45147
H -2.41808 -1.47815 -1.23220
H -1.57844 -1.91406 0.26543
H 0.92234 2.24185 0.04477
H 0.73291 -1.34259 1.07907
H 1.55438 -0.46290 -1.30107
H 0.84080 0.93226 -2.10336
H -1.06056 1.16877 0.99224
H 2.48806 1.04917 -1.45139
*
```

4.
Below is the ion C5H12NO with charge -2 at a distorted geometry, with properties calculated with the ωB97M-V functional and the def2-TZVPD basis.

Kohn-Sham gap (alpha / beta) = 0.0993 / 0.2459 hartree
energy above the lowest of the compared OMol25 structures with the same formula, charge and spin = 84.4 kJ/mol
LUMO (alpha / beta) = 7.0 / 7.2 eV
highest occupied orbital energy (alpha / beta) = 4.26 / 0.51 eV
calculated total energy = -327.50195 Ha

The geometry in ORCA input format:
```
! RIJCOSX wB97M-V def2-TZVPD def2/J DEFGRID3
* xyz -2 2
O -0.69186 1.53228 -3.03990
N 1.37404 0.08940 1.95687
C -0.61568 1.07477 -0.62603
C 1.23948 -0.89130 0.80697
C -0.20602 -1.24941 0.57903
C -0.33663 0.63953 -2.08591
C -1.10514 -0.02766 0.32857
H 2.02558 -1.64570 0.95604
H -0.88124 -0.34502 -2.19106
H 2.12594 0.72379 1.74400
H -2.04512 -0.42600 -0.10872
H -1.49628 0.40073 1.26761
H 1.64939 -0.32497 -0.04025
H -1.58832 1.62382 -0.70037
H 0.75155 0.41292 -2.15159
H 0.49720 0.49815 2.20241
H -0.27265 -1.96893 -0.24580
H -0.53868 -1.82707 1.46666
H 0.11443 1.71069 -0.11853
*
```